#w
{
  "formula": "C3H5N3S2",
  "method": "ωB97M-V/def2-TZVPD",
  "species": ["C", "C", "C", "N", "N", "N", "S", "S", "H", "H", "H", "H", "H"],
  "coordinates": [[-0.1123, -1.9768, 0.0572], [0.7371, -1.0357, 0.2772], [-1.6507, 0.2238, -0.1884], [-0.4609, 0.5964, -0.5129], [1.9601, -0.5713, 0.3522], [0.0817, 1.7694, -0.2423], [-2.8590, 1.1231, 0.3871], [-1.7400, -1.5418, -0.2011], [-0.0891, -3.0691, 0.2062], [2.1225, 0.1084, 1.0887], [2.2153, -0.2763, -0.5891], [-0.3044, 2.2499, 0.5688], [0.0997, 2.4000, -1.2035]]
}

***

#x
{
  "formula": "C3H5N3S2",
  "method": "ωB97M-V/def2-TZVPD",
  "species": ["C", "C", "C", "H", "H", "H", "H", "H", "N", "N", "N", "S", "S"],
  "coordinates": [[-1.1641, -0.9130, 0.0803], [1.1595, 0.9326, 0.0161], [1.5881, -0.5254, -0.0443], [-2.2409, -2.5039, -0.2971], [-2.0144, 0.8310, 0.4361], [-0.4292, 2.1317, -0.5134], [1.8644, 1.4864, -0.5925], [1.3131, 1.2920, 1.0712], [-2.2798, -1.5300, 0.0601], [-1.0898, 0.4022, 0.3542], [-0.2137, 1.1231, -0.4684], [3.1519, -0.9350, 0.0734], [0.3549, -1.7918, -0.1757]]
}

***

Which structure wins on stability? #x wins.

***

#w
{
  "formula": "C5H4S",
  "method": "ωB97M-V/def2-TZVPD",
  "species": ["C", "C", "C", "C", "C", "S", "H", "H", "H", "H"],
  "coordinates": [[0.1270, -0.5828, 0.8120], [0.5033, 0.5866, 1.3856], [-0.6191, -0.1420, -0.3436], [0.1094, 1.7374, 0.8185], [-0.2567, -0.5686, -1.5831], [-1.2237, 1.5093, -0.1901], [0.5535, -1.4856, 1.0812], [1.2056, 0.5952, 2.1411], [0.4747, -1.3841, -1.6504], [-0.8739, -0.2655, -2.4713]]
}

***

#x
{
  "formula": "C5H4S",
  "method": "ωB97M-V/def2-TZVPD",
  "species": ["C", "C", "C", "C", "C", "S", "H", "H", "H", "H"],
  "coordinates": [[0.7512, 0.7474, -0.2138], [-0.2933, 1.0464, 0.4686], [1.9911, 0.1080, -0.5683], [1.0277, -0.7415, -0.0632], [-1.4130, 0.3970, 0.8263], [-2.3949, -0.3505, -0.4053], [2.8971, 0.2954, -1.0735], [0.5851, -1.5381, 0.4201], [-1.8592, 0.4010, 1.7650], [-1.2919, -0.3652, -1.1558]]
}

***

Which structure wins on stability? #w wins.

***

#w
{
  "formula": "C6H13N2",
  "method": "ωB97M-V/def2-TZVPD",
  "total_charge": 1,
  "species": ["C", "C", "C", "C", "C", "C", "N", "N", "H", "H", "H", "H", "H", "H", "H", "H", "H", "H", "H", "H", "H"],
  "coordinates": [[1.5954, 0.0646, 0.0815], [-0.0237, -1.6305, 0.3574], [-1.1682, -0.5161, 0.4011], [2.8126, 0.7921, 0.0010], [-2.1366, -0.5330, -0.7846], [-0.8589, 1.8248, 0.0358], [1.3129, -1.1467, 0.1273], [-0.4631, 0.6929, 0.7497], [-0.1155, -2.0823, 1.3695], [-0.1888, -2.2984, -0.4890], [-1.8183, -0.8393, 1.3824], [3.7300, 0.0213, 0.0146], [2.8756, 1.4108, 0.8439], [2.9096, 1.5314, -0.7721], [-2.7995, -1.3262, -0.6709], [-1.7138, -0.7717, -1.7936], [-2.8070, 0.3600, -0.6591], [-0.2167, 2.5771, 0.2187], [-1.8054, 2.2661, 0.4495], [-1.1635, 1.5416, -0.9520], [2.0428, -1.9386, 0.0890]]
}

***

#x
{
  "formula": "C6H13N2",
  "method": "ωB97M-V/def2-TZVPD",
  "total_charge": 1,
  "species": ["C", "C", "C", "C", "C", "C", "N", "N", "H", "H", "H", "H", "H", "H", "H", "H", "H", "H", "H", "H", "H"],
  "coordinates": [[2.6161, -0.2085, -0.7191], [0.2181, 0.0346, 0.0650], [0.6617, 0.7604, 1.3382], [-2.1187, -0.5323, 0.9795], [-1.7482, 0.3153, -1.3603], [-1.0885, -0.5241, -0.1356], [3.2899, 0.7008, -0.1490], [1.2187, -0.3494, -0.7880], [3.0786, -1.0985, -1.1160], [0.2150, 1.7155, 1.4898], [1.7873, 0.8604, 1.3203], [0.3684, 0.2684, 2.1355], [-2.3384, 0.5568, 1.2524], [-1.6034, -1.0119, 1.7940], [-2.8720, -1.3133, 0.6616], [-2.0766, 1.2783, -1.0223], [-2.6869, -0.1457, -1.5935], [-1.1707, 0.6544, -2.1697], [-1.0606, -1.5260, -0.5542], [4.2693, 0.6581, 0.0881], [1.0408, -1.0933, -1.5168]]
}

***

Which structure wins on stability? #x wins.

***

#w
{
  "formula": "C3H2N2O2S",
  "method": "ωB97M-V/def2-TZVPD",
  "species": ["C", "C", "C", "H", "H", "N", "N", "O", "O", "S"],
  "coordinates": [[0.0083, 0.3811, -0.8947], [-1.0904, -0.0867, -0.2826], [0.2442, -0.6395, 1.6029], [0.9148, 1.1669, -2.3499], [-2.0773, -0.0892, -0.6358], [1.3628, -0.1336, 0.9007], [1.2376, 0.3354, -0.2665], [0.0017, 0.9093, -2.1334], [-0.9664, -0.5900, 0.9646], [0.3647, -1.2535, 3.0947]]
}

***

#x
{
  "formula": "C3H2N2O2S",
  "method": "ωB97M-V/def2-TZVPD",
  "species": ["C", "C", "C", "N", "N", "O", "O", "S", "H", "H"],
  "coordinates": [[1.6725, -0.6615, -0.1362], [1.3116, 0.6653, -0.1679], [-0.4118, -0.7406, 0.2321], [0.6186, -1.5267, 0.0124], [-0.2238, 0.5854, 0.1907], [-2.3706, 0.5793, -1.0870], [-2.7338, 0.4069, 1.3336], [-1.8950, 0.1505, 0.1899], [2.5219, -1.1627, -0.3343], [1.5105, 1.7042, -0.2333]]
}

***

Which structure wins on stability? #w wins.